1.
The following is a quantum chemistry calculation of a 4-piece molecular cluster, C14H19O2S overall in a non-equilibrium geometry, from OMol25.

Properties
Frontier orbital gap, eV: 6.364
Total charge: -1
Electronic energy, hartree: -1093.30230
Energy above the lowest of the compared OMol25 structures with the same formula, charge and spin, eV: 0.5509
Spin multiplicity: 1

The geometry in XYZ format:
```
36
Properties=species:S:1:pos:R:3:forces:R:3:mulliken_charge:R:1
O -0.40989 1.59497 0.89872 1.27 1.16 -0.09 -0.97
H -1.03589 0.90297 0.84672 -0.99 -1.21 0.08 0.09
C 2.26211 3.74597 0.45072 -0.66 2.27 -0.32 -1.08
S 2.38611 2.18097 -0.38828 0.33 1.57 -0.08 0.74
O 3.14111 2.56597 -1.61228 0.35 -0.29 -1.05 -0.78
C 3.62511 1.50297 0.69072 1.66 0.70 -0.01 -0.85
H 1.62011 3.64597 1.29272 0.04 -0.49 1.45 0.40
H 1.60111 4.47097 -0.08128 0.48 -0.88 -0.59 0.32
H 3.21111 4.34597 0.59072 -0.71 -1.29 0.08 0.30
H 3.15311 1.27097 1.60972 -0.66 -0.79 0.87 0.26
H 4.47611 2.22497 1.01872 -1.23 -1.12 -1.31 0.38
H 3.91011 0.60597 0.10072 0.41 0.52 0.89 0.24
C -6.23389 0.47597 0.05372 3.34 0.67 0.17 -0.25
C -4.88189 1.12097 0.04172 -2.02 -0.07 0.51 -0.41
C -3.67189 0.37397 -0.10028 -3.22 2.20 0.35 -0.41
C -3.78889 -0.97803 -0.22728 -4.95 0.50 0.65 -0.29
C -5.04289 -1.68003 -0.18028 -0.34 3.64 0.34 -0.33
C -6.29589 -0.93703 0.00972 0.65 0.49 -1.12 -0.42
H -7.13589 1.13697 0.07672 0.87 -0.88 0.11 0.32
H -4.83889 2.27097 0.20372 0.02 -2.21 -0.51 0.26
H -2.84389 1.02797 -0.13928 1.55 -0.14 -0.03 0.42
H -3.10289 -1.63703 -0.49228 3.96 -2.18 -0.83 0.52
H -4.81189 -2.68203 -0.43328 -1.22 -1.22 0.13 0.33
H -7.36889 -1.25203 -0.08228 1.43 -0.75 0.25 0.25
C 3.15611 -2.72303 0.95572 -4.07 4.88 -3.09 -0.54
C 2.18611 -1.40203 0.81872 1.12 -2.29 -3.07 -0.56
C 1.79311 -1.05303 -0.51928 -0.92 0.93 1.47 0.00
C 2.32911 -1.78303 -1.68228 0.67 -0.92 6.07 -0.60
C 3.14511 -2.86603 -1.51028 1.63 -2.68 -0.42 -0.11
C 3.53411 -3.46403 -0.09728 0.62 0.56 -2.92 -0.35
H 3.43611 -2.91403 1.88972 1.07 -1.03 3.78 0.49
H 1.80411 -0.80203 1.67672 0.47 -0.81 -0.68 0.47
H 0.96611 -0.09403 -0.75628 2.57 -2.92 1.21 0.29
H 1.92811 -1.42703 -2.51828 -0.84 0.97 -3.96 0.53
H 3.55611 -3.37403 -2.53228 -0.97 0.96 2.82 0.16
H 4.24311 -4.39703 0.12672 -1.71 2.16 -1.14 0.20
```
Positions in Å, forces in eV/Å.

---

2.
The following is a quantum chemistry calculation of a 2-piece molecular cluster, C6H11N overall in a non-equilibrium geometry, from OMol25.

Properties
SMILES string: C=C[C@H](C#N)CC.[H][H]
Frontier orbital gap, eV: 11.226
Total charge: 0
Electronic energy, hartree: -289.90844
Energy above the lowest of the compared OMol25 structures with the same formula, charge and spin, eV: 1.7210
Spin multiplicity: 1

The geometry in XYZ format:
```
18
Properties=species:S:1:pos:R:3:forces:R:3:mulliken_charge:R:1
C -2.49742 -0.08866 0.61023 0.17 -0.07 0.02 -0.81
C -1.30906 -0.64753 0.80511 -0.23 0.05 0.01 -0.52
C 0.03389 0.04667 0.74403 0.00 0.00 0.04 0.80
C -0.09539 1.45191 0.32994 -0.07 0.99 -0.30 -0.05
N -0.19128 2.55078 -0.02034 0.09 -1.09 0.36 -0.47
C 1.02821 -0.69522 -0.17333 0.00 -0.07 -0.05 -0.44
C 2.44181 -0.12730 -0.10116 0.04 0.03 0.00 -1.18
H -3.40776 -0.67644 0.67998 0.15 0.06 0.00 0.25
H -2.60801 0.96678 0.37320 0.05 -0.13 0.02 0.29
H -1.24001 -1.70789 1.04287 -0.01 0.11 -0.03 0.29
H 0.46006 0.05756 1.75836 -0.05 0.00 -0.12 0.26
H 1.03023 -1.74890 0.13158 -0.01 0.15 -0.02 0.36
H 0.65100 -0.66412 -1.20171 0.04 0.01 0.15 0.23
H 2.82706 -0.16525 0.92458 -0.05 0.01 -0.14 0.30
H 3.12196 -0.70261 -0.73624 -0.09 0.09 0.08 0.35
H 2.46940 0.91579 -0.43416 -0.01 -0.15 0.05 0.34
H -1.38468 0.86446 -2.09040 0.02 -0.02 -0.08 -0.16
H -1.33000 0.36998 -2.64251 -0.02 0.03 0.00 0.16
```
Positions in Å, forces in eV/Å.

---

3.
The following is a quantum chemistry calculation of one molecule with the formula C3H6N4 in a non-equilibrium geometry, from OMol25.

Properties
SMILES string: [H]/N=c1/[nH]cnn1C
Frontier orbital gap, eV: 9.020
Total charge: 0
Electronic energy, hartree: -336.88555
Energy above the lowest of the compared OMol25 structures with the same formula, charge and spin, eV: 1.7333
Spin multiplicity: 1

The geometry in XYZ format:
```
13
Properties=species:S:1:pos:R:3:forces:R:3:mulliken_charge:R:1
H 1.93089 1.44258 0.19477 -2.55 1.08 -1.01 0.25
N 0.93696 1.83555 -0.07310 2.44 0.01 1.10 -0.73
C 0.10293 0.89559 0.01944 -0.12 -3.60 0.30 0.39
N -1.27481 0.82037 -0.00565 -0.13 -1.19 0.05 -0.10
C -1.65380 -0.53605 -0.02831 -3.85 1.45 -0.01 -0.07
N -0.69778 -1.34352 -0.07674 0.95 -0.26 0.96 -0.69
N 0.37527 -0.52606 0.15376 2.39 0.40 -1.50 0.46
C 1.75544 -1.05895 -0.04366 -0.52 1.84 2.07 -0.94
H -1.94854 1.53855 0.07518 -0.16 0.86 -0.01 0.18
H -2.74880 -0.81726 0.10867 1.74 0.40 -0.65 0.32
H 2.24593 -0.56031 -0.93672 -0.32 -0.58 1.23 0.31
H 1.73564 -2.14692 -0.13567 -0.16 0.33 -0.01 0.31
H 2.18005 -0.76456 1.02095 0.30 -0.74 -2.50 0.31
```
Positions in Å, forces in eV/Å.

---

Look up the total charge of the first one.
-1

---

Which value of energy above the lowest of the compared OMol25 structures with the same formula, charge and spin does entry 1 give?
0.5509 eV

---

What is the energy above the lowest of the compared OMol25 structures with the same formula, charge and spin in the first record?
0.5509 eV